# 1
Density functional theory data (wB97M-V/def2-TZVPD) for 8 unconnected molecules or ions with the total composition C16H30F6O26PS6 at a distorted geometry.

The geometry in XYZ format:
```
85
C16H30F6O26PS6 | the OMol25 dataset | wB97M-V/def2-TZVPD
P 19.13 -14.07 -1.04
F 19.33 -12.92 0.09
F 20.68 -14.07 -1.44
F 19.30 -15.21 0.11
F 18.83 -15.27 -2.10
F 17.55 -14.09 -0.59
F 18.83 -12.96 -2.19
O 15.43 -16.49 -1.04
C 15.96 -17.37 -0.42
O 15.25 -18.33 0.19
C 16.11 -19.21 0.93
C 17.54 -18.91 0.47
C 17.43 -17.51 -0.22
H 15.82 -20.23 0.69
H 15.89 -19.07 1.99
H 17.79 -19.60 -0.33
H 18.47 -18.92 1.04
H 17.98 -17.41 -1.15
H 17.76 -16.72 0.46
C 16.03 -14.04 -3.55
C 15.41 -12.72 -3.19
O 14.48 -12.43 -4.22
S 14.95 -13.15 -5.62
O 15.52 -12.14 -6.47
O 13.87 -13.96 -6.10
O 16.13 -14.07 -4.98
H 15.56 -14.98 -3.25
H 17.03 -14.09 -3.13
H 16.17 -11.93 -3.19
H 14.89 -12.78 -2.24
C 22.65 -13.83 0.97
C 23.33 -15.06 0.42
O 24.53 -14.67 -0.23
S 25.18 -13.46 0.63
O 25.48 -12.29 -0.16
O 26.24 -13.96 1.49
O 23.81 -13.20 1.54
H 21.78 -14.09 1.57
H 22.31 -13.09 0.25
H 22.71 -15.70 -0.21
H 23.59 -15.75 1.24
C 22.89 -15.52 -4.62
C 22.79 -15.31 -3.10
O 23.14 -13.97 -2.85
S 24.39 -13.57 -3.82
O 25.55 -14.21 -3.26
O 24.43 -12.22 -4.24
O 23.81 -14.54 -5.04
H 21.93 -15.26 -5.06
H 23.21 -16.52 -4.89
H 23.48 -16.01 -2.61
H 21.83 -15.63 -2.71
C 19.43 -11.46 2.81
C 20.65 -10.51 2.94
O 20.52 -10.12 4.29
S 19.89 -11.29 5.25
O 19.34 -10.66 6.40
O 20.81 -12.38 5.36
O 18.80 -11.57 4.06
H 19.78 -12.46 2.54
H 18.73 -11.19 2.02
H 20.62 -9.75 2.17
H 21.54 -11.07 2.65
C 15.89 -13.56 1.49
C 16.46 -14.32 2.65
O 15.91 -13.75 3.83
S 14.91 -12.46 3.50
O 15.68 -11.25 3.53
O 13.67 -12.55 4.21
O 14.69 -12.98 1.95
H 15.65 -14.19 0.63
H 16.66 -12.86 1.16
H 17.55 -14.25 2.65
H 16.26 -15.40 2.60
C 19.23 -10.95 -4.83
C 20.09 -12.23 -4.81
O 21.31 -11.92 -5.51
S 21.53 -10.33 -5.76
O 21.98 -10.00 -7.08
O 22.15 -9.75 -4.60
O 19.94 -10.05 -5.70
H 19.26 -10.39 -3.90
H 18.28 -10.95 -5.35
H 19.69 -13.15 -5.21
H 20.34 -12.31 -3.75
```

Output
**Charge**: -1
**HOMO level**: -8.792 eV
**Orbital gap**: 10.55 eV
**Energy relative to the best compared isomer or geometry (same formula, charge and spin)**: 0.0 kcal per mole
**LUMO energy**: 0.065 Ha

These are the Löwdin partial charges, in e, on atoms 1 to 8: number 1, P, carries 0.2062; number 2, F, carries -0.1518; number 3, F, carries -0.1314; number 4, F, carries -0.1744; number 5, F, carries -0.1560; number 6, F, carries -0.1754; number 7, F, carries -0.1525; number 8, O, carries 0.1048

=====

# 2
Density functional theory data (wB97M-V/def2-TZVPD) for a molecular structure, C16H30InNO at a distorted geometry.

The geometry in XYZ format:
```
49
C16H30InNO | the OMol25 dataset | wB97M-V/def2-TZVPD
C 0.71 2.27 -0.09
H 1.18 2.81 0.74
H 1.45 2.09 -0.88
H 2.18 -0.01 0.92
C -0.47 3.08 -0.64
H -1.12 2.44 -1.26
H -1.09 3.39 0.21
C -0.01 4.31 -1.41
H -0.86 4.92 -1.72
H 0.64 4.95 -0.80
H 0.57 4.05 -2.30
C -0.82 -2.10 -1.00
C -1.22 -1.08 -1.90
C -0.05 -0.51 -2.48
C 1.08 -1.18 -1.92
C 0.60 -2.17 -1.01
C 1.43 -3.07 -0.17
C 2.50 -0.84 -2.16
C 0.01 0.63 -3.43
C -2.62 -0.66 -2.15
C -1.72 -2.92 -0.16
In 0.48 0.28 0.95
H 3.14 -1.11 -1.30
H 2.88 -1.38 -3.04
H 2.65 0.24 -2.35
H 2.43 -2.66 0.01
H 0.96 -3.26 0.81
H 1.54 -4.04 -0.67
H -2.66 -2.40 0.06
H -1.96 -3.86 -0.69
H -1.26 -3.19 0.80
H -2.67 0.36 -2.55
H -3.09 -1.33 -2.88
H -3.21 -0.69 -1.23
H 0.83 1.31 -3.20
H 0.16 0.25 -4.45
H -0.93 1.19 -3.43
C 0.84 -0.49 4.12
N -0.50 0.06 4.33
C -0.94 0.34 5.70
C -1.41 0.22 3.37
O -1.33 -0.20 2.17
H 1.28 -0.62 5.12
H 1.49 0.19 3.55
H 0.79 -1.48 3.63
H -1.16 1.41 5.84
H -1.86 -0.24 5.91
H -0.17 0.03 6.41
H -2.34 0.72 3.69
```

Output
**Charge**: +2
**HOMO level (alpha / beta)**: -15.085 / -15.104 eV
**Orbital gap (alpha / beta)**: 5.94 / 5.89 eV
**Energy relative to the best compared isomer or geometry (same formula, charge and spin)**: 41.0 kcal per mole
**LUMO energy (alpha / beta)**: -0.336 / -0.339 Ha

These are the Löwdin partial charges, in e, on atoms 1 to 8: number 1, C, carries -0.2759; number 2, H, carries 0.0534; number 3, H, carries 0.0409; number 4, H, carries -0.0118; number 5, C, carries -0.3552; number 6, H, carries 0.0795; number 7, H, carries 0.1058; number 8, C, carries -0.0992

=====

# 3
Density functional theory data (wB97M-V/def2-TZVPD) for a molecular structure, C16H30N2OP2PbSe at a distorted geometry.

The geometry in XYZ format:
```
53
C16H30N2OP2PbSe | the OMol25 dataset | wB97M-V/def2-TZVPD
Pb -0.39 0.21 0.16
P -2.16 0.98 -1.55
P 1.81 -1.56 1.74
N 1.45 1.16 -0.68
H -0.83 1.07 1.74
C -3.18 2.20 -0.69
H -3.95 2.58 -1.37
H -2.56 3.04 -0.34
H -3.67 1.75 0.19
C -3.19 -0.35 -2.17
H -4.01 0.05 -2.77
H -3.57 -0.94 -1.34
H -2.57 -1.01 -2.79
C -1.33 1.80 -2.93
H -2.09 2.19 -3.63
H -0.69 1.08 -3.44
H -0.70 2.62 -2.56
C 2.00 -0.70 3.32
H 2.88 -1.14 3.80
H 1.09 -0.87 3.92
H 2.14 0.39 3.14
C 2.00 -3.32 1.57
H 2.98 -3.59 2.00
H 2.09 -3.54 0.50
H 1.17 -3.84 2.02
C 3.28 -0.89 0.74
H 4.16 -1.30 1.24
H 3.36 0.19 0.73
H 3.30 -1.25 -0.29
C 2.12 2.04 -1.36
C 3.19 4.23 -1.72
C 2.31 3.43 -1.02
C 2.81 1.60 -2.54
C 3.69 2.41 -3.22
C 3.91 3.74 -2.84
H 3.37 5.26 -1.43
H 1.78 3.86 -0.17
H 2.66 0.57 -2.89
H 4.25 2.03 -4.09
H 4.63 4.38 -3.38
C -2.34 -2.14 1.41
O -2.00 -1.97 0.12
C -3.26 -0.97 1.87
H -3.88 -1.16 2.75
H -3.95 -0.70 1.05
H -2.67 -0.05 2.05
C -3.05 -3.53 1.45
H -3.37 -3.87 2.46
H -2.44 -4.29 0.96
H -3.99 -3.39 0.88
Se -0.92 -3.11 3.79
C -0.96 -2.14 2.27
N 0.03 -1.38 1.70
```

Output
**HOMO level (alpha / beta)**: -5.923 / -5.924 eV
**Orbital gap (alpha / beta)**: 4.81 / 4.81 eV
**Energy relative to the best compared isomer or geometry (same formula, charge and spin)**: 0.0 kcal per mole
**LUMO energy (alpha / beta)**: -0.041 / -0.041 Ha

These are the Löwdin partial charges, in e, on atoms 1 to 8: number 1, Pb, carries 1.0615; number 2, P, carries 0.6790; number 3, P, carries 0.8592; number 4, N, carries -0.2049; number 5, H, carries -0.0355; number 6, C, carries -0.2500; number 7, H, carries 0.0549; number 8, H, carries 0.0601

=====

# 4
Density functional theory data (wB97M-V/def2-TZVPD) for 2 unconnected molecules or ions with the total composition C16H30N3O at a distorted geometry.

The geometry in XYZ format:
```
50
C16H30N3O | the OMol25 dataset | wB97M-V/def2-TZVPD
C -1.22 -4.33 -0.16
C -1.68 -4.39 -1.61
C -1.86 -3.03 -2.29
C -2.72 -2.01 -1.52
N -2.20 -0.64 -1.55
C -2.03 0.00 -0.25
C -0.58 -0.09 0.23
C 0.53 0.82 -0.38
C 1.44 0.05 -1.35
C 1.38 1.46 0.72
N -2.39 1.44 -0.36
C -2.38 2.08 -1.68
C -3.35 1.97 0.46
C -4.00 1.09 1.51
O -3.70 3.16 0.40
H -1.99 -3.93 0.50
H -0.33 -3.70 -0.06
H -0.97 -5.33 0.21
H -2.61 -4.97 -1.68
H -0.93 -4.95 -2.17
H -2.30 -3.21 -3.27
H -0.87 -2.60 -2.48
H -2.83 -2.30 -0.48
H -3.73 -2.03 -1.96
H -1.32 -0.67 -2.08
H -0.55 0.05 1.32
H -0.28 -1.14 0.07
H 0.06 1.63 -0.93
H 2.33 0.63 -1.61
H 0.92 -0.18 -2.29
H 1.77 -0.90 -0.91
H 0.81 2.24 1.24
H 1.64 0.71 1.47
H 2.31 1.89 0.34
H -1.49 1.78 -2.23
H -3.25 1.77 -2.27
H -2.39 3.16 -1.58
H -5.02 1.45 1.63
H -3.94 0.04 1.22
H -3.49 1.21 2.47
N 5.86 1.40 1.71
C 6.20 2.72 1.79
C 5.32 3.33 2.64
C 4.42 2.33 3.10
C 4.78 1.15 2.51
H 6.33 0.71 1.14
H 7.03 3.12 1.22
H 5.32 4.37 2.91
H 3.59 2.47 3.77
H 4.35 0.17 2.57
```

Output
**Charge**: -1
**HOMO level**: -1.777 eV
**Orbital gap**: 4.39 eV
**LUMO energy**: 0.096 Ha

These are the Löwdin partial charges, in e, on atoms 1 to 8: number 1, C, carries -0.1238; number 2, C, carries -0.2776; number 3, C, carries -0.2124; number 4, C, carries -0.2476; number 5, N, carries -0.0744; number 6, C, carries -0.3316; number 7, C, carries -0.1669; number 8, C, carries -0.4235